Molecular formula: C25H39BClFN3O5S
Method: DFT, the ωB97M-V functional and the def2-TZVPD basis

Its spin multiplicity is 1. The calculation puts the molecular weight at 558.93 g/mol. The largest force on an atom comes out at 2.286 eV Å⁻¹. The HOMO energy is -0.050 Eh. The value obtained for the gap between HOMO and LUMO is 2.396 eV. The LUMO energy is 1.04 eV. As for the total charge: -1.

Geometry (Å):
Cl -4.67616 2.69142 -1.37132
S -0.63444 6.71243 0.94310
F -2.60740 0.96051 3.63688
O -2.68684 -1.07160 2.70676
O -4.69404 4.70267 1.25404
O -4.94705 6.85113 2.27157
O 3.39568 -1.58465 -1.74135
O -5.21500 4.94953 3.65730
N -2.19432 6.28333 1.08228
N 2.77524 -2.82891 -1.87371
N 0.05144 5.22312 0.96718
C 1.90925 -2.33795 -4.08242
C 0.81724 1.48907 -0.32779
C -5.53740 2.19267 0.15513
C 1.17942 1.61593 2.28218
C 2.74705 1.60924 2.23342
C -2.26095 4.96052 1.14159
C -4.54137 1.92255 1.33637
C 4.06674 -3.31483 0.27654
C -0.92913 4.33916 1.08263
C -6.39205 0.95735 -0.20212
C 0.66662 2.35432 1.00721
C 1.65953 -3.83789 -0.01055
C -3.44055 4.12575 1.23696
C 2.61518 -5.73387 -2.36710
C 3.43251 -5.15648 -1.21415
C 3.00966 -3.75156 -0.75026
C -3.25019 2.76636 1.26830
C 3.32302 0.40264 1.42278
C 2.02279 -4.65898 -3.28138
C -2.40212 0.08447 2.61052
C -1.91369 2.14108 1.21263
C -1.81801 0.60149 1.26979
C 2.75344 -3.30515 -3.24538
C 4.13380 -3.44024 -3.91562
C -0.76654 2.88936 1.11323
B -4.94128 5.48001 2.41859
H 4.13753 -0.14163 1.92977
H 3.83603 -2.35064 0.72942
H 3.39780 -5.85720 -0.37042
H 1.33890 3.21738 0.85833
H 2.39950 -1.37064 -4.19892
H 4.48316 -5.13033 -1.51793
H 1.98127 -5.04441 -4.30635
H 5.06049 -3.25032 -0.17096
H -6.16327 3.04245 0.46636
H 1.80468 -6.35772 -1.97703
H 4.02655 -3.79159 -4.94972
H -4.33016 0.83674 1.30132
H 0.86300 -4.20030 -0.66294
H 0.93504 -2.17200 -3.61649
H -6.95317 1.17660 -1.12892
H -2.44714 0.17463 0.46881
H -4.70560 4.13017 3.75729
H 1.36114 -2.85492 0.36112
H 1.75981 1.76213 -0.82201
H 2.52518 -0.30672 1.14262
H 4.12257 -4.04330 1.09440
H 0.87183 2.21787 3.15803
H 0.97884 -4.50018 -2.99162
H 1.73432 -2.74285 -5.08721
H 0.86646 0.55965 2.34896
H 1.71423 -4.51720 0.85352
H -5.02910 2.09676 2.31670
H 4.64968 -2.47972 -3.95433
H 0.81186 0.42682 -0.03336
H 3.75314 0.74492 0.46212
H 3.19040 1.56876 3.24747
H -0.03367 1.73554 -0.98387
H -0.79536 0.24488 1.10530
H 3.13635 2.53253 1.75980
H -7.06779 0.72190 0.63746
H 4.78793 -4.14798 -3.40151
H 3.25359 -6.40766 -2.94798
H -5.71558 0.12300 -0.46164
H -5.25057 7.07050 1.38053